No. 1
Computed, not measured: an isolated ion of composition C4H10N2O and charge +1 in a non-equilibrium geometry, with ωB97M-V/def2-TZVPD.

XYZ file:
```
17
Properties=species:S:1:pos:R:3:forces:R:3
C -2.305 0.444 0.513 -1.029 -0.481 2.352
C -1.332 -0.466 -0.268 -1.548 1.584 1.196
N -0.361 0.406 -0.757 1.138 -0.795 -2.288
C 0.612 0.819 0.271 -0.747 2.182 -4.254
C 1.867 0.072 -0.146 0.080 -0.775 2.972
N 1.597 -1.333 -0.551 -2.250 0.965 1.928
O -1.246 -1.666 -0.346 -0.106 -0.089 -0.143
H -2.947 1.183 0.001 0.918 -0.433 -0.553
H -3.026 0.002 1.248 0.657 -0.619 -1.006
H -1.679 1.008 1.253 -0.324 -0.092 -0.955
H 0.141 0.072 -1.634 -1.095 0.462 1.270
H 0.622 1.961 0.110 0.991 -1.638 0.731
H 0.225 0.621 1.216 -0.174 -0.628 1.721
H 2.437 0.548 -0.890 0.541 0.681 -1.268
H 2.455 0.151 0.793 0.727 -0.909 -0.684
H 0.637 -1.802 -0.370 0.724 1.147 -0.695
H 2.301 -2.021 -0.443 1.494 -0.564 -0.324
```
Positions in Å, forces in eV/Å.

Its total energy is -342.7816 Eh. As for the HOMO-LUMO gap (spin up / spin down): 0.419 / 0.198 hartree. The HOMO energy (spin up / spin down) comes out at -14.62 / -14.06 eV. Its charge is +1. The multiplicity is 2. The value obtained for the largest force on an atom is 4.84 eV/A. The value obtained for the LUMO energy (spin up / spin down) is -3.2090 / -8.6658 eV.

***

No. 2
Computed, not measured: a 2-piece molecular cluster, C4H12OS2 overall in a non-equilibrium geometry, with ωB97M-V/def2-TZVPD.

XYZ file:
```
19
Properties=species:S:1:pos:R:3:forces:R:3
C 2.270 -0.238 -0.862 -0.093 -1.946 0.364
C 1.172 -1.314 -0.589 0.710 1.396 -0.320
C -0.091 -1.096 -1.405 0.031 0.199 3.039
S -0.965 0.581 -1.388 -1.086 0.684 -2.510
S -1.561 2.200 -0.200 0.719 -0.786 0.414
C -2.631 1.587 1.105 0.168 -0.817 0.937
H 1.705 0.685 -0.946 0.674 0.452 -0.159
H 2.925 -0.501 -1.685 -0.353 0.425 -0.670
H 2.961 -0.303 -0.020 -0.154 0.638 0.225
H 0.980 -1.101 0.455 -0.544 -0.764 0.157
H 1.496 -2.351 -0.667 0.186 -0.005 -0.115
H -0.862 -1.698 -0.927 -0.031 -0.514 -0.791
H 0.031 -1.218 -2.473 -0.236 0.074 -0.194
H -2.399 2.177 1.988 -0.122 0.093 0.058
H -2.321 0.576 1.345 0.356 -0.082 0.112
H -3.706 1.456 1.016 -0.177 0.683 -0.829
O 0.354 0.286 2.164 -0.040 -0.213 -0.657
H 0.930 0.510 1.421 0.303 0.509 0.411
H -0.288 -0.237 1.666 -0.312 -0.026 0.529
```
Positions in Å, forces in eV/Å.

Its total energy is -1031.1408 Eh. As for the HOMO-LUMO gap: 0.292 hartree. The HOMO energy comes out at -8.36 eV. The SMILES is CCCSSC.O. The value obtained for the largest force on an atom is 3.05 eV/A. The value obtained for the LUMO energy is -0.4087 eV.

***

No. 3
Computed, not measured: C47H59IrN7O4PS as an isolated structure in a non-equilibrium geometry, with ωB97M-V/def2-TZVPD.

XYZ file:
```
120
Properties=species:S:1:pos:R:3:forces:R:3
Ir -0.588 -0.111 -0.320 -0.623 -1.307 -0.331
O -2.905 2.066 2.203 -0.186 -0.079 0.039
C -2.285 1.217 1.623 -0.109 -0.013 -0.156
N -1.771 1.313 0.342 0.237 0.514 -0.300
C -2.332 2.097 -0.651 0.093 -0.128 -0.106
O -3.364 2.718 -0.599 0.120 0.118 0.016
C -1.517 2.019 -1.941 0.076 -0.227 0.280
C -1.649 2.968 -2.929 -0.099 -0.023 -0.004
C -0.820 2.892 -4.040 0.051 -0.044 -0.005
C 0.094 1.853 -4.128 -0.034 0.066 -0.038
C 0.159 0.919 -3.110 -0.125 -0.159 0.040
N -0.631 0.998 -2.035 0.187 0.547 0.070
C -1.978 -0.127 2.228 0.151 -0.064 -0.040
C -2.627 -0.518 3.381 0.030 0.111 0.026
C -2.342 -1.760 3.919 -0.030 -0.024 0.036
C -1.395 -2.549 3.290 0.032 -0.037 0.015
C -0.778 -2.091 2.141 -0.055 0.110 -0.122
N -1.072 -0.903 1.592 -0.207 -0.044 0.025
H -2.387 3.748 -2.801 0.014 0.014 -0.001
H -0.882 3.636 -4.823 -0.014 -0.010 -0.003
H 0.756 1.755 -4.977 -0.007 0.007 0.002
H 0.822 0.066 -3.151 0.115 0.041 0.069
H -3.334 0.168 3.827 0.000 0.004 -0.008
H -2.838 -2.099 4.819 -0.004 -0.003 -0.003
H -1.121 -3.517 3.686 0.012 -0.001 -0.017
H -0.013 -2.661 1.645 0.012 -0.037 -0.043
C 2.867 -4.343 0.000 -0.066 -0.141 0.028
N 1.854 -3.849 -0.936 -0.007 -0.044 -0.073
C 1.521 -4.536 -2.058 0.071 0.060 0.079
C 0.597 -4.069 -2.921 0.006 0.027 -0.015
C 0.002 -2.808 -2.621 -0.085 0.246 -0.143
N 0.329 -2.120 -1.530 -0.061 0.220 0.464
C 1.241 -2.637 -0.653 0.033 0.166 0.109
O 1.506 -2.019 0.366 0.094 -0.616 0.236
N -0.879 -2.263 -3.467 -0.014 0.053 -0.026
H 3.083 -5.380 -0.241 0.004 -0.012 0.007
H 2.491 -4.269 1.016 -0.017 -0.016 0.011
H 3.775 -3.748 -0.079 -0.168 -0.322 0.130
H 2.041 -5.472 -2.212 -0.009 -0.004 -0.001
H 0.337 -4.613 -3.815 -0.009 -0.001 0.012
H -1.212 -2.781 -4.262 -0.010 -0.010 0.026
H -1.406 -1.463 -3.152 -0.051 -0.077 0.020
N -2.303 -0.998 -1.023 0.000 0.264 -0.031
S -3.036 -2.262 -0.331 0.128 -0.121 -0.011
C -3.579 -3.321 -1.649 -0.045 0.164 -0.081
C -3.013 -4.583 -1.729 0.054 -0.035 -0.009
C -3.364 -5.411 -2.790 0.017 0.008 0.018
C -4.259 -4.963 -3.749 -0.026 0.033 0.009
C -4.824 -3.692 -3.654 0.017 -0.058 -0.002
C -4.490 -2.865 -2.597 -0.020 0.010 0.014
C -4.595 -1.727 0.352 0.052 -0.009 0.052
C -5.456 -2.720 0.810 0.007 0.044 0.026
C -6.635 -2.342 1.428 -0.038 0.007 -0.004
C -6.940 -0.994 1.592 0.009 -0.024 0.012
C -6.070 -0.020 1.132 0.029 0.008 -0.019
C -4.881 -0.382 0.508 -0.104 0.065 -0.060
H -2.957 -0.372 -1.488 -0.065 -0.066 0.012
H -2.314 -4.919 -0.972 0.002 0.006 -0.006
H -2.943 -6.405 -2.860 -0.006 0.004 0.005
H -4.536 -5.611 -4.570 0.006 0.004 0.002
H -5.538 -3.360 -4.395 0.003 0.003 0.000
H -4.947 -1.887 -2.498 0.003 -0.005 -0.004
H -5.220 -3.769 0.681 0.014 0.000 -0.008
H -7.320 -3.101 1.780 0.008 0.001 0.012
H -7.861 -0.708 2.082 -0.005 -0.001 -0.014
H -6.302 1.030 1.252 -0.001 0.001 0.007
H -4.218 0.397 0.156 0.000 -0.064 -0.004
O 1.215 0.882 0.273 0.006 0.048 0.134
P 2.382 1.769 0.700 0.036 -0.097 -0.167
C 4.018 1.037 0.241 0.052 -0.016 -0.034
C 4.047 -0.510 0.435 -0.015 0.044 0.048
C 4.394 -1.265 -0.849 0.001 0.067 -0.012
C 3.520 -0.760 -1.990 -0.048 0.040 0.007
C 3.811 0.727 -2.288 -0.006 -0.003 0.005
C 4.572 1.400 -1.145 -0.071 -0.006 0.018
C 2.642 2.080 2.487 -0.114 -0.068 0.087
C 1.461 2.668 3.262 -0.012 -0.047 -0.063
C 0.331 1.651 3.383 0.083 0.012 0.061
C 0.860 0.253 3.761 0.132 0.049 0.046
C 2.265 0.344 4.347 -0.030 -0.008 -0.051
C 3.230 0.876 3.283 0.043 -0.011 0.009
C 2.305 3.361 -0.204 0.059 0.016 0.009
C 0.910 3.974 -0.415 -0.009 0.016 0.031
C 0.475 5.032 0.595 0.020 -0.007 -0.006
C 1.568 6.070 0.826 0.012 -0.006 -0.017
C 2.880 5.417 1.251 -0.004 -0.026 -0.014
C 3.360 4.410 0.206 0.004 -0.032 -0.001
H 4.690 1.485 0.978 0.006 0.022 0.002
H 3.069 -0.863 0.764 0.261 0.080 -0.025
H 4.764 -0.764 1.217 0.054 0.008 -0.030
H 4.236 -2.333 -0.684 0.131 0.462 -0.169
H 5.449 -1.151 -1.107 0.021 -0.012 0.020
H 2.478 -0.884 -1.675 0.110 0.200 -0.130
H 3.664 -1.363 -2.888 -0.015 -0.002 -0.032
H 2.875 1.263 -2.462 -0.053 -0.009 -0.047
H 4.394 0.823 -3.205 0.005 0.009 0.018
H 4.617 2.479 -1.292 -0.014 0.018 -0.024
H 5.612 1.068 -1.162 0.006 0.002 0.007
H 3.424 2.843 2.412 -0.008 0.033 0.007
H 1.099 3.586 2.809 -0.009 0.000 -0.007
H 1.827 2.950 4.252 0.004 0.001 -0.006
H -0.183 1.609 2.423 0.119 0.047 0.065
H -0.396 2.002 4.118 -0.023 0.006 -0.017
H 0.914 -0.382 2.870 0.087 0.123 0.104
H 0.181 -0.230 4.466 0.022 -0.034 -0.043
H 2.611 -0.638 4.675 -0.013 -0.011 0.015
H 2.266 0.980 5.234 0.001 0.015 -0.011
H 3.484 0.051 2.621 -0.042 0.061 0.087
H 4.163 1.192 3.753 -0.005 -0.005 -0.005
H 2.607 2.993 -1.188 -0.031 -0.039 -0.070
H 0.177 3.171 -0.449 -0.089 -0.056 -0.035
H 0.924 4.442 -1.404 -0.027 -0.019 -0.015
H 0.187 4.564 1.537 0.002 0.026 0.006
H -0.430 5.517 0.224 -0.002 -0.003 -0.010
H 1.247 6.798 1.571 0.003 -0.003 0.002
H 1.736 6.625 -0.104 -0.009 0.015 0.007
H 2.761 4.940 2.227 -0.035 -0.008 0.001
H 3.651 6.178 1.377 0.006 -0.008 0.016
H 4.284 3.925 0.534 0.007 0.021 0.007
H 3.623 4.968 -0.698 0.004 -0.005 -0.002
```
Positions in Å, forces in eV/Å.

Its total energy is -3354.2059 Eh. As for the HOMO-LUMO gap: 0.304 hartree. The HOMO energy comes out at -13.41 eV. Its charge is +2. The value obtained for the largest force on an atom is 1.49 eV/A. The value obtained for the LUMO energy is -5.1369 eV.

***

No. 4
Computed, not measured: an isolated molecule of C6H7NO in a non-equilibrium geometry, with ωB97M-V/def2-TZVPD.

XYZ file:
```
15
Properties=species:S:1:pos:R:3:forces:R:3
C 0.785 -1.542 0.712 0.120 0.801 -0.217
C -0.600 -0.274 -1.295 0.316 0.580 -0.405
C -0.170 -1.727 -0.249 -0.456 -1.046 0.764
C -0.150 1.324 1.069 -0.487 -0.069 0.335
C 0.608 1.477 -0.042 0.193 0.140 0.040
C 0.368 0.764 -1.217 -0.565 -0.831 0.239
N -0.825 1.270 2.059 0.430 0.025 -0.394
O -0.942 -2.636 -0.488 0.191 0.972 -0.448
H -1.548 1.942 2.302 0.065 -0.085 -0.106
H 0.693 -2.103 1.635 0.034 -0.217 -0.248
H 1.586 -0.828 0.638 -0.148 0.132 -0.019
H -1.565 -0.054 -0.841 0.121 -0.225 0.342
H -0.745 -0.684 -2.289 0.105 -0.095 0.060
H 1.480 2.111 0.060 -0.065 0.069 0.019
H 1.025 0.959 -2.054 0.149 -0.149 0.036
```
Positions in Å, forces in eV/Å.

Its total energy is -362.6597 Eh. As for the HOMO-LUMO gap (spin up / spin down): 0.232 / 0.231 hartree. The HOMO energy (spin up / spin down) comes out at -7.38 / -7.37 eV. The value obtained for the largest force on an atom is 1.37 eV/A. The value obtained for the LUMO energy (spin up / spin down) is -1.0835 / -1.0894 eV.

***

No. 5
Computed, not measured: a 2-piece molecular cluster, C2H4F2S overall in a non-equilibrium geometry, with ωB97M-V/def2-TZVPD.

XYZ file:
```
9
Properties=species:S:1:pos:R:3:forces:R:3
C -1.570 0.263 0.320 -0.203 -0.306 -2.742
C 1.090 0.396 -0.131 -2.142 -2.397 -0.865
F 1.616 1.299 0.632 0.590 0.815 0.454
F 1.169 0.706 -1.427 0.263 0.176 0.332
S 1.743 -1.265 0.325 0.168 0.218 0.034
H -1.520 0.506 1.366 0.053 -0.457 0.203
H -2.091 1.032 -0.335 0.966 -0.851 0.967
H -1.698 -0.784 -0.146 0.430 1.685 1.428
H 1.261 -2.152 -0.603 -0.125 1.116 0.189
```
Positions in Å, forces in eV/Å.

Its total energy is -676.3689 Eh. As for the HOMO-LUMO gap (spin up / spin down): 0.318 / 0.328 hartree. The HOMO energy (spin up / spin down) comes out at -8.47 / -8.86 eV. The value obtained for the largest force on an atom is 3.33 eV/A. The value obtained for the LUMO energy (spin up / spin down) is 0.1920 / 0.0697 eV.

***

No. 6
Computed, not measured: an isolated ion of composition C6H10ClN3 and charge +2 in a non-equilibrium geometry, with ωB97M-V/def2-TZVPD.

XYZ file:
```
20
Properties=species:S:1:pos:R:3:forces:R:3
C 1.034 -1.127 -2.683 1.149 -0.307 -1.017
N 0.445 -0.421 -1.566 -3.027 0.993 -0.207
C -0.644 0.382 -1.853 -0.388 2.029 -2.185
C -1.319 1.109 -0.871 -1.276 -0.474 -1.347
N -0.956 0.962 0.422 -0.664 0.369 -0.953
C 0.006 0.140 0.709 0.868 -1.285 -1.233
C 0.397 0.064 2.150 -0.544 -0.810 -0.348
N -0.696 0.670 2.904 -3.256 -1.291 0.881
C 0.711 -0.636 -0.298 0.707 0.450 1.543
Cl 1.982 -1.704 0.100 -0.458 0.349 0.401
H 1.464 -0.351 -3.369 -0.050 -0.919 0.636
H 1.756 -1.842 -2.260 -0.074 0.511 -0.770
H 0.265 -1.686 -3.224 0.005 0.181 0.211
H -0.886 0.636 -2.996 0.679 -1.091 2.721
H -2.284 1.703 -1.199 2.316 -1.007 1.044
H 0.525 -0.974 2.534 0.356 0.873 -0.332
H 1.216 0.716 2.244 1.677 0.278 0.555
H -0.925 1.667 2.713 0.161 -0.729 -0.528
H -0.489 0.663 3.927 -0.444 -0.509 -0.631
H -1.603 0.028 2.616 2.263 2.392 1.561
```
Positions in Å, forces in eV/Å.

Its total energy is -858.4209 Eh. As for the HOMO-LUMO gap: 0.342 hartree. The HOMO energy comes out at -18.29 eV. Its charge is +2. The SMILES is C[n+]1ccnc(C[NH3+])c1Cl. The value obtained for the largest force on an atom is 3.64 eV/A. The value obtained for the LUMO energy is -8.9940 eV.

***

No. 7
Computed, not measured: an isolated molecule of C4H7NO3 in a non-equilibrium geometry, with ωB97M-V/def2-TZVPD.

XYZ file:
```
15
Properties=species:S:1:pos:R:3:forces:R:3
C 0.543 2.445 0.744 -0.533 1.184 -0.700
C 0.477 1.354 0.051 -1.409 -3.016 -1.349
O -0.449 0.729 -1.050 0.129 1.528 1.285
C 0.225 -0.070 -0.165 1.552 1.287 2.094
O 1.245 -0.858 -0.585 -0.646 -0.393 -0.109
C 0.819 -1.928 -1.433 0.106 -0.144 0.053
O -0.541 -0.728 0.845 0.387 -0.503 -1.046
N -1.554 0.101 1.404 -0.028 0.426 -0.310
H -0.175 3.227 0.517 0.361 0.256 -0.124
H 1.316 2.637 1.467 -0.075 -0.329 0.330
H 0.259 -2.674 -0.861 0.043 0.059 -0.101
H 1.735 -2.369 -1.823 -0.128 -0.029 -0.017
H 0.212 -1.547 -2.258 0.023 -0.020 0.027
H -2.386 -0.021 0.828 0.128 -0.173 0.149
H -1.726 -0.299 2.321 0.088 -0.133 -0.180
```
Positions in Å, forces in eV/Å.

Its total energy is -436.9184 Eh. As for the HOMO-LUMO gap: 0.378 hartree. The HOMO energy comes out at -9.33 eV. The SMILES is C=C1O[C@]1(OC)ON. The value obtained for the largest force on an atom is 3.59 eV/A. The value obtained for the LUMO energy is 0.9557 eV.

***

Q: Which formula does entry 2 have?
A: C4H12OS2